The following is a quantum chemistry calculation of 6 unconnected molecules or ions with the total composition C29H53BrN6PS at a distorted geometry, from the OMol25 dataset.

Last column: Löwdin charge in e.
Positions of all 91 atoms, in Å:
H (-0.254, 3.086, -3.605)  0.05
C (-5.049, 1.947, -4.652)  -0.18
C (0.685, 3.643, -3.672)  -0.10
P (0.267, -4.535, -2.107)  0.93
H (-5.038, 3.388, -3.040)  0.12
H (-0.503, -4.842, -4.443)  0.04
H (2.947, -2.659, -2.211)  0.12
H (0.700, 4.135, -4.645)  0.08
H (2.395, -2.578, 0.306)  0.13
H (0.935, 4.793, -0.394)  0.12
H (10.750, -1.250, 2.049)  0.12
H (-0.818, -6.021, -0.484)  0.09
H (-5.799, -0.028, 1.156)  0.13
C (-4.876, 2.315, -3.176)  -0.26
C (0.010, -0.459, -2.159)  -0.23
H (1.322, -1.139, 0.092)  0.11
C (-4.506, 1.158, 7.565)  -0.27
C (8.633, -1.300, 2.170)  -0.22
H (-5.640, 1.798, -2.588)  0.11
H (-6.052, 2.215, -4.992)  0.12
H (-4.824, 1.062, 0.163)  0.10
C (9.911, -0.559, 1.940)  -0.18
H (-1.370, -6.021, -3.250)  0.06
H (3.635, -0.592, 0.983)  0.12
N (-3.258, 3.249, -6.117)  0.14
C (-0.423, 3.254, -0.923)  -0.17
H (-5.482, 0.963, 7.114)  0.11
H (4.722, -2.445, -0.862)  0.08
C (-3.841, 0.417, 1.982)  -0.26
H (3.321, 0.321, -0.541)  0.07
N (-0.486, -1.690, -2.079)  0.03
C (2.213, -1.669, -0.356)  -0.23
C (-3.756, -0.777, 2.926)  -0.10
C (-0.581, -4.908, -0.476)  -0.42
C (2.027, -2.107, -1.869)  -0.46
N (-3.733, 2.638, 4.502)  0.15
C (4.812, -1.324, -0.778)  -0.55
C (-4.786, 0.177, 0.801)  -0.16
H (-4.185, 1.289, 2.541)  0.07
H (10.013, 0.219, 2.699)  0.12
C (0.808, 4.668, -2.553)  -0.25
H (-3.096, -0.549, 3.765)  0.06
C (-3.499, 1.951, -2.633)  -0.15
H (-1.891, -3.038, -0.237)  0.01
H (0.049, -4.715, 0.436)  0.07
C (0.606, -2.695, -2.324)  -0.50
S (1.763, -0.451, -2.730)  0.95
C (-4.505, 2.565, 8.154)  -0.11
H (-4.741, -1.030, 3.328)  0.08
H (9.803, -0.495, -1.544)  0.07
H (9.073, 0.770, 0.459)  0.11
H (-3.429, 2.202, -1.578)  0.02
H (1.686, 3.343, -1.073)  0.11
C (-4.042, 2.679, -5.479)  -0.22
H (1.724, 5.247, -2.693)  0.11
H (-3.352, -1.660, 2.425)  0.06
H (-0.028, 5.370, -2.625)  0.12
H (-3.307, 0.877, -2.742)  0.07
N (-3.939, -1.890, -0.637)  0.15
H (-4.699, 3.321, 7.390)  0.07
H (10.601, -1.698, -0.522)  0.08
C (-1.004, -4.971, -3.447)  -0.29
H (-3.546, 2.792, 8.627)  0.08
H (8.837, -1.528, -0.498)  0.06
H (0.703, -2.612, -3.460)  0.11
C (-3.587, 1.897, 5.384)  -0.21
N (-1.402, 2.653, -0.744)  0.16
H (-3.436, -0.075, 6.143)  0.10
H (10.825, 0.629, 0.397)  0.11
C (9.779, -0.979, -0.565)  -0.11
H (-2.418, 1.112, 6.969)  0.12
C (-4.310, -0.985, -0.009)  -0.18
H (-1.904, -4.296, -3.328)  0.04
H (1.513, 2.928, -3.639)  0.07
H (-2.358, -4.472, 0.751)  0.08
H (-2.706, 2.497, -3.149)  0.05
H (5.664, -1.045, -0.089)  0.06
C (9.902, 0.062, 0.542)  -0.27
N (7.640, -1.876, 2.344)  0.13
H (-4.374, 0.434, 8.373)  0.11
C (-1.970, -4.155, -0.273)  -0.20
H (-1.479, -1.842, -1.867)  0.13
H (-0.553, 0.491, -1.934)  0.10
H (-4.918, 0.873, -4.798)  0.12
Br (5.271, -0.466, -2.529)  0.58
C (0.836, 4.024, -1.163)  -0.17
H (-5.287, 2.660, 8.910)  0.08
H (-2.838, 0.649, 1.611)  0.11
C (3.484, -0.718, -0.137)  -0.28
C (-3.403, 0.948, 6.524)  -0.18
H (-2.746, -4.534, -1.005)  0.07

Results
Net charge: +1
Spin multiplicity: 1
E_HOMO in hartree: -0.4117

The following is a quantum chemistry calculation of C17H27NO3S in the gas phase, from the OMol25 dataset.

Last column: Löwdin charge in e.
Positions of all 49 atoms, in Å:
H (1.804, -3.175, -0.219)  0.03
N (1.349, 0.861, 0.027)  0.11
O (-0.011, 2.312, 1.060)  0.08
H (-3.824, -0.139, -3.059)  0.12
C (-3.272, 1.214, -1.466)  -0.29
C (-0.712, -0.222, -1.551)  -0.09
H (3.618, 1.521, -1.134)  0.12
C (2.525, 1.341, 0.705)  -0.21
C (1.665, -0.530, 3.777)  -0.03
H (4.597, 1.708, 0.332)  0.12
H (-4.911, -0.013, -0.778)  0.12
H (2.377, 2.417, 0.879)  0.17
H (-0.080, -1.048, -1.213)  0.11
H (-0.176, 0.327, -2.330)  0.13
C (2.472, -2.449, 0.234)  -0.38
H (1.926, -1.825, 0.936)  0.01
H (-1.736, -1.479, -2.967)  0.14
C (-1.793, -0.097, 0.694)  -0.08
C (-3.070, -0.704, 0.114)  -0.29
H (4.409, -0.744, 0.773)  0.08
C (-2.916, 0.294, -2.633)  -0.12
C (-1.997, -0.819, -2.132)  -0.29
H (5.208, -0.355, -0.760)  0.07
O (1.655, -0.022, 2.449)  -0.06
C (-2.715, -1.625, -1.051)  -0.12
H (-2.032, 0.562, 1.530)  0.13
C (0.130, 1.378, 0.296)  -0.43
C (3.793, 1.131, -0.130)  -0.18
H (-3.927, 2.017, -1.819)  0.14
C (-1.063, 0.710, -0.391)  -0.34
H (-3.624, -2.071, -1.463)  0.12
O (3.645, 0.940, 2.808)  0.13
H (-1.135, -0.888, 1.066)  0.13
H (-1.478, 2.400, -1.668)  0.13
C (-3.988, 0.413, -0.379)  -0.12
H (-2.073, -2.438, -0.703)  0.12
S (3.129, -1.437, -1.127)  0.82
H (1.662, 0.294, 4.492)  0.10
H (-4.252, 1.071, 0.451)  0.12
H (2.555, -1.140, 3.945)  0.10
C (2.691, 0.742, 2.103)  -0.47
H (-3.581, -1.280, 0.894)  0.14
H (-2.416, 0.865, -3.418)  0.12
H (-2.220, 2.495, -0.071)  0.13
C (-1.993, 1.820, -0.897)  -0.08
C (4.263, -0.316, -0.217)  -0.45
H (1.468, 0.073, -0.593)  0.03
H (3.292, -2.964, 0.725)  0.04
H (0.762, -1.126, 3.881)  0.09

Results
SMILES: COC(=O)[C@@H](CCSC)NC(=O)[C@]12C[C@H]3C[C@H](C[C@H](C3)C1)C2
Energy above the lowest of the compared OMol25 structures with the same formula, charge and spin in eV: 0.000
Spin multiplicity: 1
E_HOMO in hartree: -0.3296